The following is a DFT calculation (ωB97M-V/def2-TZVPD) of a structure of composition C27H60N3O10S2.

Properties
2S+1 = 1
ΔE to the lowest compared entry with this formula, charge and spin = 0.00 kJ/mol
net charge = -1
HOMO level = -6.7 eV
E = -2777.79222 hartree
lowest unoccupied orbital energy = 0.085 hartree
frontier orbital gap = 0.3330 hartree

Each line ends with the Mulliken charge.
Atoms and positions in Å:
C -3.8854 -2.6085 -0.1447  -1.01
C -3.6267 -2.0050 -1.5335  -0.69
H -3.1206 -2.7050 2.3393  0.25
H -3.0295 -1.2085 4.1338  -0.09
H -4.8957 1.0786 5.6269  0.30
C 1.6222 1.4602 -5.2823  0.50
C 1.7831 -1.5064 6.8988  -0.13
H -0.4748 -3.6029 5.3210  0.18
H -4.5638 2.1053 4.2268  0.31
N 3.3955 2.5424 -6.7949  -0.32
H -3.3013 1.0831 4.8931  0.30
H 0.9919 -0.4300 -3.0909  0.04
H -1.5455 -0.5582 -0.5313  -0.43
C -4.7773 -0.0257 3.7338  -0.55
C 1.0589 2.2680 -1.3584  -0.81
H -3.3900 -0.7250 0.7212  -0.16
H -4.0662 4.0164 -1.4541  0.44
H -5.4492 -0.6873 4.2812  0.31
H 1.9368 2.8755 -1.1296  0.59
C -1.2002 -1.5302 -0.8782  0.67
H 1.3860 2.3106 -7.2135  0.40
O 0.5910 1.9904 1.1454  -0.66
O -1.6429 2.8240 -2.6199  -0.66
H 1.8952 -4.9391 8.5820  0.34
H 0.4097 -2.3160 -2.0166  0.48
H 1.7393 3.4837 -5.9546  0.42
H 2.7468 -2.9053 8.2328  0.40
H 2.5452 -0.7004 4.4084  0.42
N 2.1044 -2.2716 5.7034  -0.33
C -4.1289 -1.5068 0.8949  0.10
H 5.9798 3.1823 -7.1541  0.41
C -3.1689 3.9818 -0.8348  -0.59
H 2.7576 -1.5754 -5.5977  0.32
H -3.4684 3.8553 0.1997  0.24
H 6.4794 2.9510 -5.4735  0.40
C -1.0560 -2.7432 4.9695  -0.75
C 0.2526 -1.4587 -1.3586  -1.61
N -1.4441 1.9125 -0.2348  -0.23
H 6.8538 1.5189 -8.3583  0.34
H 2.5289 -0.7149 7.0225  0.37
H -5.2808 0.4074 2.8710  0.29
H 2.1890 -2.2383 3.6390  0.40
H 1.6884 0.4729 -0.3999  0.70
C 4.3744 2.8235 -5.7544  -0.02
H -5.1369 -1.1135 0.7608  0.32
H 4.2350 2.1964 -4.8636  0.04
S -2.3580 2.4684 -1.4026  1.00
H 3.5297 -0.1549 -4.8717  0.23
C 5.7881 2.6025 -6.2457  -0.83
H -0.4356 0.3219 -2.3847  0.16
S -0.0328 2.6327 0.0071  0.97
O -3.4541 1.5432 -1.5825  -0.72
C 1.7930 -2.3768 8.1365  -0.81
H 2.4420 0.7831 -1.9461  0.28
H 2.2016 1.5649 -4.3562  -0.17
H 3.4711 -0.3489 -6.6449  0.23
H -2.0284 -3.1175 4.6465  0.34
C -2.1504 -2.0798 -1.9408  -0.81
O -2.4456 6.1196 -0.1210  -0.57
C 2.9203 -0.5030 -5.7108  -0.58
C 1.4849 0.7984 -1.4177  -1.39
H -2.8830 -0.1755 2.7103  0.20
C 0.5148 -0.1506 -2.1499  0.56
C -3.9396 -1.9800 2.3422  -0.82
H -4.7575 -3.2697 -0.1476  0.47
C -3.5623 -0.8196 3.2712  0.20
H 1.3275 -4.8416 6.8965  0.29
O -1.9301 5.5482 -2.2114  -0.54
O 6.0677 1.2241 -6.4586  -0.34
H -3.0467 -3.2267 0.1783  0.41
H 0.0646 -0.4092 4.8723  0.21
H 3.6216 1.6574 -7.2284  0.13
H -1.2414 -2.2012 -0.0152  0.46
H -1.2122 -2.0397 5.7929  0.36
O 1.6540 0.1185 -5.7334  -0.49
H 0.5819 1.6545 -5.0095  0.41
O -0.4561 -2.1304 3.8495  -0.31
H 0.5285 -0.5129 3.1876  0.31
C 6.1862 0.8451 -7.8121  -0.70
H 1.6771 -1.7321 9.0123  0.39
H 5.2172 0.8171 -8.3230  0.29
C 0.4671 -1.0910 4.1126  -0.17
H -1.2496 4.8802 -2.3895  0.42
O 0.7049 -3.2922 8.1519  -0.33
C 1.8761 -1.5660 4.4411  -0.98
H 0.7958 -1.0288 6.8416  0.14
H 4.2712 3.8681 -5.4451  0.37
C -2.4544 5.2999 -0.9917  0.55
C 2.0078 2.4925 -6.3338  -1.26
C 1.0604 -4.6409 7.9398  -0.70
H -4.2261 -2.5162 -2.2903  0.40
H 1.5549 -3.1204 5.6994  0.13
H 6.6118 -0.1572 -7.8322  0.23
H 0.9199 -1.5078 -0.4997  0.35
O -0.1482 4.0766 0.0783  -0.70
H 0.6618 2.6209 -2.3048  0.25
H 0.1928 -5.2486 8.1930  0.23
H -3.9485 -0.9639 -1.5156  0.17
C -4.3681 1.1336 4.6752  -1.17
H -1.9126 -3.1297 -2.1415  0.29
H -2.0144 -1.5133 -2.8665  0.32
H -4.8328 -2.4897 2.7150  0.38

Forces on the atoms, in the same order (eV/Å):
C -0.5 0.2 0.1
C 0.1 -0.2 0.1
H 0.0 -0.1 0.1
H 0.1 0.1 0.2
H -0.1 0.1 0.0
C -0.2 0.1 0.2
C -0.1 -0.1 -0.1
H 0.0 0.1 0.1
H 0.0 0.1 0.0
N 0.0 -0.1 0.1
H 0.1 0.1 0.0
H -0.2 0.2 -0.2
H 0.1 0.2 0.0
C 0.6 0.6 0.4
C 0.5 -0.2 -0.1
H -0.2 0.3 -0.1
H 0.0 0.0 -0.1
H -0.2 -0.1 -0.2
H 0.0 0.1 0.1
C 0.0 -0.6 0.3
H 0.0 0.0 0.0
O -0.2 0.0 -0.1
O 0.3 0.1 0.1
H 0.0 0.0 0.0
H 0.3 -0.2 0.2
H 0.0 0.0 0.0
H 0.0 0.0 -0.1
H 0.0 0.0 0.0
N -0.1 0.0 0.0
C 0.3 -0.6 0.3
H -0.1 0.0 0.0
C 0.0 -0.2 -0.1
H 0.0 0.0 0.0
H 0.1 -0.1 0.1
H 0.0 0.0 0.0
C 0.0 -0.1 -0.2
C -0.8 0.6 -0.3
N 0.2 0.3 -0.3
H 0.0 0.0 0.0
H 0.0 0.0 0.0
H -0.3 -0.3 -0.1
H 0.0 0.0 0.0
H -0.1 -0.1 0.1
C -0.1 -0.1 -0.1
H 0.1 0.3 -0.1
H 0.1 0.1 0.1
S -0.7 -0.3 -0.1
H 0.0 0.0 0.0
C 0.1 0.1 0.2
H 0.0 0.2 0.0
S 0.3 -0.2 0.6
O 0.1 0.0 0.1
C 0.0 0.2 0.1
H 0.1 0.0 0.1
H 0.1 0.0 -0.1
H 0.1 0.0 0.1
H 0.0 0.0 0.0
C -0.2 0.3 0.1
O -0.4 0.3 -0.1
C -0.1 -0.1 0.0
C -0.2 0.4 -0.3
H 0.2 0.1 0.2
C 0.7 -0.7 0.3
C 0.3 0.2 -0.2
H 0.0 -0.1 -0.1
C -0.5 -0.4 -0.4
H 0.1 0.0 0.0
O 0.5 0.5 0.0
O 0.0 0.0 -0.1
H 0.1 0.0 0.0
H 0.0 -0.1 0.1
H 0.0 0.0 0.0
H 0.0 0.1 0.1
H 0.1 0.0 0.0
O 0.1 0.0 -0.1
H 0.0 0.0 0.0
O 0.0 -0.2 0.0
H 0.0 0.0 0.0
C 0.0 -0.1 0.1
H 0.0 0.0 0.0
H 0.0 0.1 -0.1
C 0.0 0.2 -0.2
H -0.4 -0.4 -0.3
O 0.1 -0.1 0.0
C 0.1 -0.1 0.0
H 0.0 0.1 0.1
H 0.0 0.0 0.0
C 0.3 -0.1 0.5
C 0.1 0.0 -0.2
C -0.1 0.0 0.0
H 0.0 0.0 -0.1
H 0.0 0.0 0.0
H 0.0 0.0 0.0
H 0.2 -0.2 -0.1
O -0.2 0.0 -0.4
H -0.3 0.0 0.1
H 0.0 0.0 0.0
H 0.0 0.1 -0.1
C 0.0 -0.2 -0.1
H 0.2 0.0 -0.1
H 0.0 -0.1 -0.1
H 0.0 -0.1 0.0

The following is a DFT calculation (ωB97M-V/def2-TZVPD) of a structure of composition C43H71N12O3SSn.

Properties
2S+1 = 1
ΔE to the lowest compared entry with this formula, charge and spin = 51.52 kJ/mol
net charge = +1
HOMO level = -9.9 eV
E = -3176.19354 hartree
lowest unoccupied orbital energy = -0.075 hartree
frontier orbital gap = 0.2901 hartree

Each line ends with the Mulliken charge.
Atoms and positions in Å:
C -4.2442 0.5257 1.9122  -1.20
H 5.9134 -1.4471 -1.0424  0.41
C 1.1683 -5.4210 -1.5811  -0.93
H 0.3651 -1.6146 -4.0093  0.68
C 3.8367 1.2893 -4.1878  -1.08
H 0.1691 -1.6974 1.7506  -0.60
C -0.4237 -2.6012 1.8827  0.68
H -6.7742 1.2683 -1.9418  0.42
H 8.2511 0.7347 4.0973  0.33
C 7.9306 1.4775 3.3640  -1.54
H -4.0733 0.9970 0.9568  0.07
N -3.6966 -0.8093 1.8922  1.50
C -2.2945 -0.7394 -2.6316  -1.28
H -8.9380 3.2190 0.3824  0.39
C 4.5835 -0.0425 1.1184  -0.40
C -6.9800 2.7321 -0.3809  1.06
H -0.4937 -2.8385 2.9443  0.65
H -0.3238 0.7143 3.8104  0.46
C -4.2692 3.2354 -0.8047  -0.37
H 2.8854 -0.8610 3.3471  0.36
C -2.6969 -1.6841 -1.5008  -0.26
H -3.7074 -2.0590 -1.6956  0.64
H 3.4125 0.3387 -3.8771  0.27
C 1.0350 0.9270 -3.4700  -0.79
H -1.4307 -2.4048 1.4906  -0.06
N 1.5900 -4.4814 -0.5585  0.43
H -3.5019 -4.6756 0.9412  0.30
H 4.9753 2.2018 -1.4911  0.24
H 5.4712 0.1665 -1.6149  0.17
H -8.4476 1.5487 0.6283  0.26
H -2.5857 4.4158 1.5828  0.64
H 2.2868 0.6479 2.6834  -0.05
H -2.3670 -3.7180 -0.0222  0.12
H -3.3523 -1.0082 3.9229  0.30
H -6.0305 -3.2852 0.1722  0.37
C -6.3236 3.7443 0.3128  -0.95
H 0.2213 -5.8013 1.0366  0.34
C -2.1155 3.6095 2.1161  -1.08
H 0.0985 -5.1867 2.6904  0.29
C 2.6124 -4.9828 0.3405  -1.02
N -1.8938 2.2104 0.0719  0.24
C 5.5177 0.8367 3.1562  -1.10
H 5.3904 1.1401 4.1895  0.42
C 0.6585 -3.5383 -0.0862  -0.85
H 0.3742 -4.9822 -2.1833  0.24
H 7.1393 -0.1916 -1.1775  0.37
H 1.2374 1.6625 -4.2562  0.69
C -3.4472 -1.4845 0.7217  -2.57
N 0.2739 -2.5204 -0.7646  1.10
O 2.2794 -0.3773 0.5612  0.27
C -0.1201 -1.7598 -3.0391  -2.43
C 6.9234 0.5334 1.2513  -1.11
H -1.0359 1.4652 -3.2515  -0.02
H -6.8705 4.3337 1.0386  0.40
S -2.4944 3.3125 -0.9633  1.34
H 7.8948 0.6045 0.7759  0.33
H -4.4861 4.7993 0.6476  0.56
C -3.8899 -1.5354 3.1308  -1.27
H 2.3293 -5.9016 0.8693  0.31
H 2.5477 4.1524 0.4212  0.38
C 4.4136 2.7613 -0.7447  -1.16
C 3.4611 -0.5023 0.3041  -0.70
H 4.4932 2.2242 0.2071  0.28
H 8.7818 1.7170 2.7296  0.38
H 3.5177 4.4206 -3.0060  0.34
C -1.1963 2.6542 4.1137  -1.10
N 1.5136 1.4219 -2.1886  0.30
O -2.0357 4.6383 -0.6465  -0.71
H -3.8831 -4.3050 -0.7472  0.28
H -2.0060 -2.5317 -1.5126  -0.06
N -2.6458 -1.0336 -0.1979  1.58
H -5.3240 0.4863 2.1092  0.44
H 1.5671 -1.3044 -1.8144  -1.26
H 3.5974 1.4579 -5.2407  0.32
C 5.8548 0.0439 0.5168  1.92
N 3.0195 2.8797 -1.1370  0.29
N -4.0802 -2.7014 0.6122  0.92
H 3.5078 -5.2017 -0.2463  0.36
H -2.7677 0.2328 -2.4878  -0.42
C -4.9266 2.2734 -1.5615  -0.40
C -6.2717 2.0266 -1.3530  -0.79
H 5.0574 3.6233 -3.3941  0.33
H 1.1683 3.5516 -0.4992  0.44
H 3.7449 -0.9939 -0.6452  0.31
C 2.1290 3.2775 -0.0790  -0.94
H 1.5494 -2.9735 -2.4174  0.88
C -1.8597 3.6940 3.4641  -0.84
C 2.5725 2.1701 -2.2257  0.02
H 4.9276 1.2267 -4.0950  0.36
H -2.1766 4.5692 4.0169  0.45
C -0.2040 -5.0175 1.6558  -1.00
C 3.9830 3.6483 -3.6097  -1.15
H -4.9460 -1.5901 3.4199  0.41
H -0.6848 0.3416 -4.5724  0.39
N 0.2326 -3.7044 1.2098  0.44
C -4.9763 4.0021 0.1059  -0.28
C -5.4664 -2.8594 1.0067  -1.20
H -2.6401 -1.1606 -3.5858  0.43
H -4.3716 1.7251 -2.3096  0.34
H -3.4874 -2.5435 3.0535  0.34
C -8.4095 2.3846 -0.0755  -1.48
H 7.6390 2.3710 3.9161  0.38
H 2.0105 -5.6645 -2.2328  0.33
H -0.9631 2.7067 5.1674  0.47
C 3.1223 0.1980 3.2137  -1.09
C -1.7139 2.4545 1.4101  0.57
C 6.7743 0.9492 2.5687  0.53
H -3.7757 1.1265 2.6919  0.31
H 3.2073 0.6545 4.1990  0.42
H -5.8988 -1.8910 1.2485  0.30
H 4.8697 3.7472 -0.6202  0.34
H 1.9905 2.4834 0.6665  0.07
H -0.8262 -2.5836 -3.1605  0.38
C -0.8361 1.5601 3.3617  -0.65
O -2.2090 2.8127 -2.2834  -0.89
H -8.9430 2.0766 -0.9739  0.38
H 3.8576 3.9084 -4.6634  0.38
N -1.0841 1.4489 2.0549  0.41
H 2.8594 -4.2171 1.0735  0.31
N -0.8380 -0.5311 -2.6491  1.27
Sn -0.4544 0.2885 -0.2070  2.02
H 1.5881 0.0164 -3.7247  0.10
C -0.4548 0.5930 -3.5267  -1.29
N 3.3346 2.3702 -3.3657  0.37
C -3.4220 -3.9093 0.1629  -1.00
C 6.1014 -0.3799 -0.9114  -1.71
C 4.4200 0.3482 2.4681  0.86
H -5.5784 -3.5288 1.8657  0.33
C 0.9265 -2.1726 -2.0142  0.47
H 0.7955 -6.3592 -1.1476  0.32
H -1.2964 -5.1003 1.5996  0.16

Forces on the atoms, in the same order (eV/Å):
C 0.0 0.2 -0.1
H 0.0 0.0 -0.1
C 0.0 0.1 0.0
H -0.1 0.0 0.0
C 0.0 0.0 0.1
H 0.1 0.0 0.1
C -0.1 0.0 -0.2
H 0.0 0.0 0.0
H 0.0 0.0 0.0
C 0.0 0.0 0.0
H 0.0 0.2 -0.3
N 0.0 -0.1 0.0
C -0.1 -0.1 0.2
H 0.0 0.0 0.0
C 0.3 0.1 0.4
C 0.0 0.0 0.0
H 0.0 0.0 0.0
H 0.0 0.0 0.0
C 0.2 -0.2 0.1
H 0.0 0.0 0.0
C -0.2 0.2 -0.3
H 0.0 0.0 -0.1
H 0.2 0.1 0.0
C -0.2 -0.1 0.0
H 0.3 -0.1 0.2
N -0.2 -0.1 0.1
H 0.0 0.0 0.0
H 0.0 0.1 0.0
H 0.0 -0.1 0.0
H 0.0 0.0 0.0
H 0.0 0.1 0.0
H 0.0 0.0 0.0
H -0.1 -0.1 0.0
H 0.0 0.0 0.0
H 0.0 0.0 0.0
C 0.0 0.0 0.0
H 0.0 0.0 0.0
C 0.0 -0.1 -0.1
H 0.0 0.0 0.0
C 0.0 0.1 -0.1
N 0.0 -0.1 -0.5
C 0.0 0.0 0.0
H 0.0 0.0 0.0
C 0.2 0.1 -0.2
H 0.0 0.0 0.0
H 0.0 0.0 0.0
H -0.1 -0.1 -0.1
C 0.0 -0.3 0.0
N -0.1 0.0 0.1
O 0.2 -0.2 0.2
C 0.2 -0.2 0.1
C 0.0 0.1 0.0
H -0.1 0.0 0.0
H 0.0 0.0 0.0
S 0.3 0.1 0.0
H 0.0 0.0 0.0
H 0.0 0.0 0.0
C 0.0 0.0 0.0
H 0.0 0.0 0.0
H 0.0 0.0 0.0
C 0.0 0.2 0.1
C -0.1 -0.1 -0.3
H 0.0 0.2 -0.1
H 0.0 0.0 0.0
H 0.0 0.0 0.0
C 0.0 0.0 0.1
N -0.1 0.2 0.1
O -0.3 0.0 0.2
H 0.1 0.0 0.0
H -0.2 0.1 -0.1
N 0.3 0.4 0.0
H 0.0 0.0 0.0
H 0.1 0.0 0.0
H 0.0 -0.1 0.0
C -0.1 -0.2 0.0
N 0.0 0.0 -0.1
N 0.0 -0.1 0.0
H 0.0 0.0 0.0
H 0.0 0.0 0.0
C 0.0 -0.1 0.0
C 0.1 0.0 0.1
H 0.0 0.0 0.0
H -0.2 0.0 0.0
H -0.1 0.0 0.0
C -0.2 -0.2 0.1
H 0.0 0.0 0.0
C 0.0 -0.1 -0.1
C -0.2 -0.4 -0.1
H 0.0 0.0 0.0
H 0.0 0.0 0.0
C 0.0 0.0 0.0
C 0.0 -0.1 -0.1
H 0.0 0.0 0.0
H -0.1 0.0 0.0
N 0.0 0.0 0.2
C 0.1 0.0 0.1
C 0.0 0.0 0.0
H 0.0 0.1 0.0
H 0.0 0.0 0.0
H 0.0 0.0 0.0
C 0.0 0.0 0.0
H 0.0 0.0 0.0
H 0.0 0.0 0.0
H 0.0 -0.1 0.0
C -0.1 0.1 0.0
C 0.1 0.3 0.5
C -0.1 -0.1 0.0
H 0.0 0.0 0.0
H 0.0 0.0 0.0
H 0.0 0.0 0.0
H 0.0 0.0 0.0
H -0.1 0.0 0.0
H 0.0 0.0 -0.1
C 0.1 -0.2 0.0
O 0.0 -0.2 0.0
H 0.0 0.0 0.0
H 0.0 0.0 0.0
N -0.3 0.2 -0.3
H 0.0 0.0 0.0
N 0.0 0.1 0.1
Sn -0.4 -0.1 -0.1
H -0.1 0.1 -0.2
C 0.3 0.1 0.0
N 0.3 0.2 0.0
C 0.0 0.0 0.0
C 0.0 0.0 0.1
C 0.0 -0.1 -0.1
H 0.0 0.0 0.0
C 0.0 0.1 0.2
H 0.0 0.0 0.0
H 0.1 0.0 0.0

The following is a DFT calculation (ωB97M-V/def2-TZVPD) of the molecule C26H28ClNO.

Properties
2S+1 = 1
SMILES = CN(C)CCOc1ccc(/C(=C(/CCCl)c2ccccc2)c2ccccc2)cc1
ΔE to the lowest compared entry with this formula, charge and spin = 5.59 kJ/mol
net charge = 0
HOMO level = -7.7 eV
E = -1597.71699 hartree
lowest unoccupied orbital energy = 0.023 hartree
frontier orbital gap = 0.3077 hartree

Each line ends with the Mulliken charge.
Atoms and positions in Å:
H -3.1893 -1.6269 3.9049  0.29
C -4.1886 -1.2588 4.1327  -1.02
C 2.2589 -1.8930 0.9555  0.07
H -4.1891 -0.8497 5.1549  0.35
N -4.5769 -0.2806 3.1363  0.01
H -6.2341 0.8394 2.5529  0.30
C 0.6720 1.3743 -3.1916  -0.01
C 3.6365 -0.7026 -2.4924  -1.41
C 0.5810 1.5544 -0.1073  -0.39
C -0.6595 -0.4880 -0.0522  -0.82
C 2.9194 2.1902 -3.0381  -0.18
H -2.6301 0.4196 3.0927  0.58
H -4.5127 2.4851 1.9642  0.33
C 0.3068 2.5114 -3.8850  -0.83
H -4.2173 1.0094 1.0155  0.51
H -4.8835 -2.0963 4.0943  0.36
C 1.6270 -0.5254 -1.0222  0.85
H 3.4710 -1.7690 -2.6488  0.47
H -3.7361 1.4878 3.9745  0.36
H 1.4832 2.0992 -0.3404  0.53
C 1.8100 -3.0179 -1.1139  -0.22
H 3.9648 -0.2682 -3.4379  0.56
C 1.2429 3.4976 -4.1505  -0.47
H -6.6004 -0.6966 3.3445  0.35
O -2.6210 2.2750 1.3972  -0.44
H 3.2868 4.0939 -3.9330  0.40
C 2.5499 3.3312 -3.7263  -0.76
C 1.9826 1.2008 -2.7474  -0.38
C 2.5147 -3.1096 1.5611  -0.87
C 4.7293 -0.5340 -1.4436  -0.13
C -5.9378 0.1674 3.3552  -1.01
C -3.6432 0.8304 3.0926  -0.60
C 2.4197 -4.2829 0.8314  -0.40
C -1.6413 1.5194 0.8255  0.78
H 2.6193 -5.2330 1.3044  0.41
H 1.5087 -2.9834 -2.1516  0.51
C -0.4693 2.2052 0.4975  -0.92
H -6.0590 0.6910 4.3166  0.37
C 1.9201 -1.8330 -0.3929  -0.47
H 2.3267 -0.9756 1.5234  0.48
H 1.9694 -5.1481 -1.0740  0.41
C 2.3630 -0.0282 -2.0325  0.85
C 2.0593 -4.2343 -0.5047  -0.89
H 2.7863 -3.1431 2.6062  0.43
H -0.4103 3.2564 0.7317  0.45
Cl 6.2387 -1.3208 -1.9810  -0.24
H -0.7377 -1.5454 -0.2619  0.49
C 0.4995 0.1941 -0.4073  -0.34
C -3.8193 1.6555 1.8072  -0.94
H 4.4444 -1.0060 -0.5035  0.17
H -2.6049 -0.4113 0.8014  0.46
H -0.0579 0.6033 -2.9952  0.47
H -0.7124 2.6286 -4.2231  0.41
H 4.9661 0.5155 -1.2700  0.32
H 0.9563 4.3887 -4.6890  0.40
C -1.7242 0.1582 0.5497  -0.32
H 3.9415 2.0788 -2.7069  0.32

Forces on the atoms, in the same order (eV/Å):
H 0.0 0.0 0.0
C 0.0 0.0 -0.1
C 0.0 0.0 0.0
H 0.0 0.0 0.0
N 0.1 0.0 0.0
H -0.1 0.1 0.0
C 0.1 0.0 -0.1
C 0.1 0.0 0.1
C -0.1 -0.1 0.2
C 0.2 0.1 -0.1
C -0.1 -0.1 0.1
H -0.1 0.1 0.0
H 0.0 -0.1 -0.1
C -0.1 0.0 0.0
H 0.0 0.0 0.1
H 0.0 -0.1 0.1
C 0.2 0.2 -0.3
H 0.1 0.1 -0.1
H 0.0 -0.1 0.0
H 0.1 0.1 0.0
C 0.0 0.1 0.0
H 0.0 -0.1 0.0
C 0.0 0.1 0.0
H -0.1 0.0 0.0
O 0.3 0.1 0.0
H 0.1 0.1 0.0
C 0.0 0.1 0.0
C -0.1 0.3 -0.2
C 0.0 0.0 0.1
C -0.1 0.0 0.0
C 0.1 -0.1 -0.1
C 0.1 0.0 -0.3
C 0.0 -0.1 0.0
C 0.2 0.0 -0.1
H 0.0 -0.1 0.0
H 0.0 0.0 -0.1
C -0.2 0.0 0.1
H 0.0 0.0 0.0
C 0.1 -0.2 0.0
H 0.0 0.1 0.1
H 0.0 -0.1 0.0
C -0.1 -0.4 0.2
C 0.0 -0.2 0.0
H 0.0 0.0 0.1
H 0.0 0.1 0.0
Cl 0.2 -0.1 0.0
H 0.0 -0.1 0.0
C -0.3 0.1 0.2
C -0.3 -0.2 0.2
H 0.0 0.1 -0.1
H -0.1 0.0 0.1
H -0.1 -0.1 0.0
H -0.1 0.0 0.0
H 0.0 -0.1 0.0
H 0.0 0.1 0.0
C -0.4 0.2 0.2
H 0.1 0.0 0.0